{"formula": "C75H166N9O12", "method": "ωB97M-V/def2-TZVPD", "homo_energy_ha": -0.7374, "total_charge": 7, "homo_lumo_gap_ev": 7.42, "lumo_ha": -0.4646, "energy_ev": -118361.6429, "elements": ["C", "C", "C", "O", "C", "C", "C", "O", "O", "O", "H", "H", "C", "O", "C", "C", "N", "H", "H", "C", "C", "O", "C", "H", "H", "H", "H", "H", "H", "H", "H", "H", "H", "H", "H", "H", "H", "C", "O", "C", "C", "N", "H", "H", "C", "C", "O", "C", "H", "H", "H", "H", "H", "H", "H", "H", "H", "H", "H", "H", "H", "H", "C", "O", "C", "C", "N", "H", "H", "C", "C", "O", "C", "H", "H", "H", "H", "H", "H", "H", "H", "H", "H", "H", "H", "H", "H", "C", "O", "C", "C", "N", "H", "H", "C", "C", "O", "C", "H", "H", "H", "H", "H", "H", "H", "H", "H", "H", "H", "H", "H", "H", "C", "C", "C", "N", "C", "C", "C", "C", "C", "C", "H", "H", "H", "H", "H", "H", "H", "H", "H", "H", "H", "H", "H", "H", "H", "H", "H", "H", "H", "H", "C", "C", "C", "N", "C", "C", "C", "C", "C", "C", "H", "H", "H", "H", "H", "H", "H", "H", "H", "H", "H", "H", "H", "H", "H", "H", "H", "H", "H", "H", "C", "C", "C", "N", "C", "C", "C", "C", "C", "C", "H", "H", "H", "H", "H", "H", "H", "H", "H", "H", "H", "H", "H", "H", "H", "H", "H", "H", "H", "H", "C", "C", "C", "N", "C", "C", "C", "C", "C", "C", "H", "H", "H", "H", "H", "H", "H", "H", "H", "H", "H", "H", "H", "H", "H", "H", "H", "H", "H", "H", "C", "C", "C", "N", "C", "C", "C", "C", "C", "C", "H", "H", "H", "H", "H", "H", "H", "H", "H", "H", "H", "H", "H", "H", "H", "H", "H", "H", "H", "H"], "positions_angstrom": [[-1.67355, -0.16793, -0.66764], [-0.55242, 0.52760, -0.78140], [0.41852, 0.76488, 0.35619], [1.67576, 1.06760, 0.18147], [0.06898, 0.60210, 1.63432], [-1.10677, -0.16274, 1.95156], [-2.16924, -0.54152, 0.69794], [-3.30301, -1.01367, 0.93161], [-1.46790, -0.50471, 3.10287], [-0.41406, 1.06554, -1.97713], [-2.27578, -0.24129, -1.56113], [0.76360, 0.98482, 2.36742], [6.33744, 3.89368, 2.11167], [6.14649, 2.62301, 1.52013], [5.10510, 1.90228, 2.04798], [4.84477, 0.62970, 1.20909], [6.22851, -0.08577, 1.04568], [6.04355, -0.52538, 0.15537], [6.96890, 0.59431, 0.94872], [6.54514, -1.12740, 2.06626], [7.70212, -2.13012, 1.71651], [8.83532, -1.40669, 1.25813], [9.60776, -0.71342, 2.27367], [6.70732, 4.51653, 1.29721], [6.88672, 3.99851, 3.04730], [5.40324, 4.43425, 2.26380], [4.28115, 2.61587, 2.04925], [5.26534, 1.69978, 3.10695], [4.53623, 0.93197, 0.20832], [4.16548, -0.10562, 1.64034], [5.69958, -1.73116, 2.39581], [6.88919, -0.43163, 2.83152], [7.38251, -2.66102, 0.81980], [7.88013, -2.82666, 2.53579], [8.94062, 0.03253, 2.70563], [10.61298, -0.40692, 1.98440], [9.74637, -1.36088, 3.13950], [-0.48953, -3.29852, 4.16910], [0.02351, -4.61597, 4.14741], [1.40181, -4.76983, 4.58540], [1.64654, -6.26816, 4.73811], [0.85565, -6.75036, 5.90564], [1.00112, -6.05818, 6.62662], [-0.10712, -6.60256, 5.63858], [1.12066, -8.28115, 6.27164], [-0.10570, -8.67754, 7.11492], [-1.19856, -8.56212, 6.35702], [-2.44670, -8.89521, 6.93595], [-0.73682, -2.99972, 5.18776], [-1.49632, -3.25782, 3.75336], [0.24677, -2.59291, 3.78430], [1.45570, -4.32018, 5.57687], [2.15688, -4.30202, 3.95362], [2.64623, -6.50126, 5.10468], [1.37686, -6.89569, 3.88867], [2.10874, -8.40969, 6.71356], [1.23875, -8.95109, 5.41997], [-0.17372, -7.96319, 7.93539], [0.03908, -9.69857, 7.46793], [-2.83203, -8.27818, 7.74769], [-2.47264, -9.96556, 7.14035], [-3.33377, -8.83743, 6.30518], [3.56286, -3.78679, -4.68449], [3.12079, -2.86632, -3.64350], [1.80847, -2.98510, -3.08569], [1.45973, -1.75142, -2.24425], [2.38917, -1.60244, -0.99138], [3.36035, -1.61958, -1.26816], [2.25920, -0.67037, -0.62471], [2.47001, -2.77005, 0.03091], [1.18574, -2.80099, 0.80259], [0.13023, -3.40972, 0.03906], [-0.88038, -4.10117, 0.81596], [3.03721, -3.59158, -5.61919], [3.45714, -4.73788, -4.16261], [4.65161, -3.76980, -4.73364], [1.73202, -3.94629, -2.57738], [1.10599, -3.01757, -3.91850], [0.37891, -1.70975, -2.10933], [1.84302, -0.89548, -2.79972], [3.37031, -2.43889, 0.54850], [2.69826, -3.67407, -0.53367], [0.86334, -1.91185, 1.34444], [1.45855, -3.43890, 1.64326], [-1.45252, -3.40156, 1.42530], [-0.41857, -4.80643, 1.50693], [-1.56343, -4.51365, 0.07339], [-5.39201, -3.42425, 3.46545], [-5.35240, -2.33537, 4.33061], [-4.09830, -2.00419, 4.91224], [-4.13617, -0.53728, 4.97496], [-4.03043, 0.04406, 3.59993], [-3.14991, -0.10657, 3.12867], [-4.58442, -0.56870, 3.01878], [-4.35482, 1.51592, 3.41653], [-5.78321, 1.78473, 3.40202], [-6.48795, 0.71507, 2.69455], [-7.67556, 1.10745, 1.96191], [-6.28653, -3.49510, 2.84664], [-5.22519, -4.36493, 3.99021], [-4.55979, -3.26950, 2.77873], [-3.21169, -2.15518, 4.29642], [-4.18215, -2.61390, 5.81186], [-3.25967, -0.07533, 5.42935], [-5.09023, -0.07426, 5.22691], [-4.06348, 1.70347, 2.38307], [-3.74950, 2.05281, 4.14690], [-5.99058, 2.76179, 2.96563], [-6.19642, 1.77608, 4.41063], [-8.21400, 0.25875, 1.54011], [-7.54689, 1.88143, 1.20528], [-8.40593, 1.58123, 2.61780], [0.43118, 5.49177, -0.28416], [-0.60127, 5.39298, -1.36892], [-1.85697, 4.38621, -0.98728], [-2.98922, 4.17573, -2.17518], [-4.02799, 5.28660, -2.19631], [-5.08434, 5.05089, -1.15024], [-5.60433, 3.66421, -0.98950], [-4.48668, 2.62522, -0.75734], [-3.48517, 2.71613, -1.92856], [-2.17427, 3.98795, -3.54200], [1.17503, 6.25671, -0.50700], [0.86321, 4.50444, -0.12092], [-0.03895, 5.74567, 0.66590], [-0.08006, 5.13673, -2.29129], [-1.07051, 6.35622, -1.56912], [-2.25450, 4.41968, 0.02709], [-1.34936, 3.42161, -0.98918], [-3.62134, 6.29789, -2.20099], [-4.32546, 5.24108, -3.24395], [-4.81401, 5.60569, -0.25179], [-5.78886, 5.83026, -1.44062], [-6.33059, 3.59023, -0.18006], [-6.25241, 3.40988, -1.82820], [-3.84912, 2.79720, 0.10987], [-4.87990, 1.60879, -0.73907], [-2.63136, 2.07409, -1.71204], [-3.95715, 2.36124, -2.84475], [-2.86340, 3.63926, -4.31117], [-1.32168, 3.34163, -3.33353], [-1.73803, 4.97028, -3.72318], [-2.84830, 3.62235, -9.95216], [-2.01631, 2.38817, -9.49526], [-1.48690, 2.42428, -8.02562], [-0.84576, 1.04647, -7.54035], [0.40788, 0.79298, -8.39246], [1.42361, -0.20387, -7.94988], [1.81708, -0.07265, -6.48240], [0.55033, 0.10425, -5.60738], [-0.48841, 1.20703, -6.03952], [-1.77163, -0.10195, -7.78123], [-2.28818, 4.45746, -10.37283], [-3.49941, 3.89752, -9.12245], [-3.53162, 3.26416, -10.72214], [-1.17745, 2.25514, -10.17842], [-2.68568, 1.56162, -9.73378], [-2.37072, 2.56611, -7.40366], [-0.65123, 3.10329, -7.85612], [0.94222, 1.72061, -8.59761], [0.16829, 0.52999, -9.42277], [2.20964, -0.15460, -8.70341], [1.00128, -1.18795, -8.15317], [2.44531, 0.81698, -6.43810], [2.45614, -0.79173, -5.96994], [0.80371, 0.22910, -4.55461], [0.07842, -0.87781, -5.63838], [0.09335, 2.10809, -5.84524], [-1.45183, 1.31334, -5.54091], [-2.71160, -0.07678, -7.22994], [-1.28123, -1.00647, -7.42144], [-1.98120, -0.20990, -8.84544], [7.77420, 2.68426, -1.33723], [6.83137, 3.62771, -2.05625], [5.33244, 3.23960, -2.03679], [4.34688, 4.40786, -2.53245], [4.78415, 4.98548, -3.92249], [4.27437, 4.13095, -5.06288], [2.79012, 3.71476, -4.90648], [2.59546, 2.94723, -3.64157], [2.92036, 3.78644, -2.43122], [4.32434, 5.70161, -1.61360], [8.70021, 3.25739, -1.29102], [7.80580, 1.73912, -1.87928], [7.62533, 2.37495, -0.30269], [7.25239, 3.82557, -3.04199], [6.84322, 4.53495, -1.45219], [5.00279, 2.95335, -1.03804], [5.28708, 2.43758, -2.77354], [5.80276, 5.36854, -3.98413], [4.14692, 5.85972, -4.05569], [4.94382, 3.27088, -5.07763], [4.38217, 4.53159, -6.07083], [2.36993, 3.17603, -5.75578], [2.20236, 4.63159, -4.95176], [3.11253, 1.98853, -3.60101], [1.55173, 2.69488, -3.45439], [2.85766, 3.28734, -1.46423], [2.45814, 4.75550, -2.24317], [5.29844, 6.15811, -1.43800], [3.87926, 5.35290, -0.68173], [3.66602, 6.46604, -2.02635], [-7.95626, -1.74691, -0.58814], [-7.08771, -2.16091, -1.74882], [-5.59859, -2.31319, -1.36923], [-4.70107, -2.64601, -2.55946], [-3.46610, -3.31310, -1.88310], [-2.33008, -3.66860, -2.85441], [-2.11699, -2.45205, -3.76580], [-3.33263, -1.85076, -4.51540], [-4.40256, -1.49350, -3.55551], [-5.27388, -3.82369, -3.33658], [-8.26572, -2.54418, 0.08765], [-8.90269, -1.47247, -1.05404], [-7.49972, -0.84249, -0.18601], [-7.10691, -1.41778, -2.54600], [-7.66117, -2.88214, -2.33112], [-5.41036, -3.02587, -0.56626], [-5.14146, -1.41137, -0.96200], [-3.19238, -2.36021, -1.43014], [-3.70135, -4.11495, -1.18323], [-1.51702, -4.01109, -2.21429], [-2.57231, -4.64205, -3.28082], [-1.67951, -1.69160, -3.11896], [-1.35910, -2.68079, -4.51506], [-3.01461, -0.97999, -5.08873], [-3.63551, -2.37709, -5.42057], [-4.03437, -0.65715, -2.96132], [-5.35552, -1.11678, -3.92706], [-4.66012, -4.14738, -4.17719], [-6.18390, -3.60750, -3.89626], [-5.53148, -4.59844, -2.61442], [0.72507, 3.68458, 3.83955], [0.41400, 2.67062, 4.89047], [1.60117, 1.76842, 5.37462], [1.28960, 0.65510, 6.32092], [0.74504, 1.36875, 7.59995], [0.43849, 0.37475, 8.79119], [1.59440, -0.46769, 8.99671], [2.14695, -1.22100, 7.82308], [2.52092, -0.27582, 6.58570], [0.14254, -0.27587, 5.74093], [1.72418, 4.06547, 4.05127], [0.08442, 4.56151, 3.74650], [0.66170, 3.10187, 2.92057], [-0.47072, 2.09884, 4.61036], [0.11618, 3.16428, 5.81552], [2.32923, 2.41118, 5.86949], [2.13846, 1.16202, 4.64545], [1.41303, 2.11805, 8.02472], [-0.12856, 1.99242, 7.41030], [0.09294, 1.00284, 9.61227], [-0.46839, -0.19807, 8.59741], [2.41166, 0.07457, 9.47223], [1.32377, -1.20284, 9.75463], [3.08513, -1.50422, 8.30027], [1.62329, -2.13480, 7.54227], [3.45187, 0.26781, 6.74668], [2.78311, -0.80591, 5.67008], [-0.72525, 0.37168, 5.61555], [-0.07384, -1.03187, 6.49574], [0.58396, -0.67662, 4.82844]], "lowdin_charge": [-0.042, -0.406, -0.373, -0.105, -0.036, -0.261, -0.239, -0.003, -0.053, -0.117, 0.084, 0.096, -0.051, -0.219, -0.230, -0.036, 0.082, 0.162, 0.146, -0.102, -0.166, -0.188, -0.036, 0.098, 0.116, 0.090, 0.126, 0.134, 0.109, 0.117, 0.126, 0.123, 0.128, 0.142, 0.068, 0.115, 0.097, -0.109, -0.189, -0.162, -0.092, 0.070, 0.167, 0.150, -0.001, -0.260, -0.179, -0.061, 0.085, 0.076, 0.071, 0.117, 0.122, 0.145, 0.152, 0.141, 0.142, 0.135, 0.154, 0.100, 0.109, 0.095, -0.027, -0.237, -0.201, -0.045, 0.099, 0.144, 0.095, -0.038, -0.191, -0.183, -0.030, 0.096, 0.095, 0.100, 0.125, 0.119, 0.108, 0.117, 0.119, 0.144, 0.114, 0.109, 0.073, 0.090, 0.084, -0.084, -0.175, -0.177, -0.076, 0.035, 0.064, 0.132, -0.084, -0.187, -0.185, -0.061, 0.100, 0.099, 0.070, 0.098, 0.157, 0.131, 0.148, 0.121, 0.149, 0.139, 0.138, 0.079, 0.074, 0.101, -0.107, -0.205, -0.008, -0.168, -0.101, -0.173, -0.164, -0.143, -0.126, 0.039, 0.084, 0.066, 0.083, 0.081, 0.110, 0.124, 0.084, 0.146, 0.134, 0.130, 0.141, 0.109, 0.132, 0.097, 0.114, 0.081, 0.126, 0.099, 0.078, 0.095, -0.061, -0.215, -0.063, -0.222, -0.128, -0.161, -0.153, -0.148, -0.064, 0.011, 0.089, 0.074, 0.089, 0.110, 0.105, 0.121, 0.130, 0.144, 0.144, 0.145, 0.123, 0.100, 0.110, 0.086, 0.088, 0.112, 0.118, 0.102, 0.099, 0.114, -0.081, -0.222, -0.073, -0.179, -0.083, -0.148, -0.176, -0.179, -0.104, 0.042, 0.105, 0.084, 0.045, 0.125, 0.099, 0.106, 0.122, 0.147, 0.128, 0.115, 0.139, 0.097, 0.126, 0.119, 0.103, 0.117, 0.099, 0.108, 0.093, 0.107, -0.078, -0.233, -0.105, -0.213, -0.109, -0.138, -0.154, -0.160, -0.082, 0.019, 0.097, 0.097, 0.057, 0.106, 0.121, 0.132, 0.114, 0.097, 0.140, 0.103, 0.123, 0.088, 0.103, 0.094, 0.129, 0.116, 0.142, 0.108, 0.111, 0.129, -0.080, -0.228, -0.129, -0.222, -0.069, -0.165, -0.232, -0.142, -0.047, 0.048, 0.086, 0.093, 0.053, 0.093, 0.107, 0.142, 0.113, 0.146, 0.123, 0.143, 0.117, 0.142, 0.142, 0.125, 0.101, 0.134, 0.110, 0.082, 0.088, 0.079]}